one | The molecule C6H8O2, computed with wB97M-V/def2-TZVPD.

Results
E_LUMO = 1.07 eV
SMILES = C1[C@H]2C[C@H]2O[C@H]2O[C@@H]12
HOMO-LUMO gap = 11.062 eV
HOMO energy = -9.992 eV

The geometry in XYZ format:
```
16
Properties=species:S:1:pos:R:3:nbo_charge:R:1
C -0.910 -0.926 -0.095 -0.44
C -0.691 0.401 -0.810 -0.25
C -0.863 1.711 -0.082 -0.43
C 0.510 1.197 -0.375 0.08
C 1.484 -0.642 0.725 0.33
C 0.408 -1.549 0.325 0.03
H -1.438 -1.616 -0.764 0.22
H -1.528 -0.787 0.801 0.23
H -0.907 0.380 -1.880 0.22
H -1.191 1.645 0.947 0.23
H -1.237 2.580 -0.611 0.22
H 1.118 1.706 -1.128 0.19
H 2.537 -0.904 0.625 0.17
H 0.676 -2.529 -0.084 0.19
O 1.254 0.715 0.713 -0.51
O 0.779 -1.382 1.695 -0.49
```

two | A 2-piece molecular cluster, C6H8O2 overall, computed with wB97M-V/def2-TZVPD.

Results
E_LUMO = 0.38 eV
HOMO-LUMO gap = 9.436 eV
HOMO energy = -9.053 eV

The geometry in XYZ format:
```
16
Properties=species:S:1:pos:R:3:nbo_charge:R:1
C 0.513 -0.310 -0.442 0.11
C 1.626 0.594 -0.819 -0.23
C 0.731 0.742 0.578 0.09
C -1.056 -0.311 1.089 0.10
C -1.797 0.487 0.029 -0.48
C -0.775 -0.712 -0.192 -0.28
H 2.465 -1.247 -0.588 0.42
H 2.524 -0.075 -0.918 0.13
H 1.620 1.224 -1.530 0.19
H 0.318 1.719 0.168 0.15
H -1.788 -0.896 1.796 0.23
H -1.695 1.512 -0.349 0.24
H -2.897 0.099 -0.176 0.23
H -1.233 -1.707 -0.474 0.25
O 1.290 -1.475 0.053 -0.69
O 0.155 0.357 1.776 -0.46
```

three | A 2-piece molecular cluster, C6H8O2 overall, computed with wB97M-V/def2-TZVPD.

Results
E_LUMO = 0.46 eV
SMILES = Oc1ccccc1.O
HOMO-LUMO gap = 9.091 eV
HOMO energy = -8.627 eV

The geometry in XYZ format:
```
16
Properties=species:S:1:pos:R:3:nbo_charge:R:1
C -1.289 1.901 0.495 -0.25
C -0.793 1.494 -0.744 -0.18
C -0.222 0.237 -0.878 -0.30
C -0.254 -0.644 0.188 0.31
O 0.098 -1.968 0.079 -0.71
C -0.802 -0.286 1.433 -0.26
C -1.292 0.996 1.556 -0.20
H -1.575 2.938 0.537 0.21
H -0.745 2.211 -1.554 0.21
H 0.380 -0.025 -1.741 0.19
H 0.986 -2.062 -0.297 0.50
H -0.729 -1.043 2.197 0.23
H -1.701 1.459 2.451 0.21
H 3.307 -1.979 -0.846 0.49
H 2.193 -1.171 -1.597 0.48
O 2.440 -2.059 -1.279 -0.94
```

four | The molecule C6H8O2, computed with wB97M-V/def2-TZVPD.

Results
E_LUMO = 0.81 eV
SMILES = C=C=C(O)OC(=C)C
HOMO-LUMO gap = 9.245 eV
HOMO energy = -8.436 eV

The geometry in XYZ format:
```
16
Properties=species:S:1:pos:R:3:nbo_charge:R:1
C -2.444 -0.556 0.222 -0.65
C 1.191 -0.890 -0.069 0.53
C 1.856 0.194 0.234 -0.13
C -1.084 -0.053 -0.162 0.33
C 2.567 1.242 0.510 -0.39
C -0.832 1.181 -0.570 -0.50
O 1.826 -2.060 -0.369 -0.67
O -0.171 -1.073 -0.062 -0.51
H 1.146 -2.736 -0.479 0.49
H -2.442 -0.864 1.267 0.22
H -2.703 -1.424 -0.382 0.22
H -3.189 0.219 0.078 0.22
H 2.888 1.940 -0.250 0.20
H 2.866 1.475 1.522 0.20
H 0.150 1.508 -0.853 0.22
H -1.627 1.898 -0.637 0.21
```

Energy ordering: three at the bottom, the next structure 46.4 kcal/mol above.

one | C6H8O2 as an isolated structure, computed with wB97M-V/def2-TZVPD.

Results
E_LUMO = 0.96 eV
HOMO-LUMO gap = 10.005 eV
HOMO energy = -9.042 eV

The geometry in XYZ format:
```
16
Properties=species:S:1:pos:R:3:nbo_charge:R:1
C -1.989 -0.968 -0.729 -0.36
C -0.624 -0.094 -1.021 0.03
C 1.074 0.839 -0.331 0.02
C 1.812 0.940 1.013 -0.35
C 0.724 0.055 0.919 0.02
C -0.887 -0.820 0.259 0.00
H -2.723 -0.252 -1.145 0.22
H -2.280 -2.001 -0.961 0.22
H -1.162 0.944 -1.017 0.20
H 0.764 2.006 -0.320 0.16
H 1.497 1.949 1.178 0.20
H 2.965 0.569 1.207 0.20
H 1.350 -0.758 0.355 0.19
H -0.843 -2.141 0.360 0.21
O 0.785 -0.054 -1.330 -0.49
O -0.464 -0.215 1.563 -0.47
```

two | The molecule C6H8O2, computed with wB97M-V/def2-TZVPD.

Results
E_LUMO = 0.78 eV
SMILES = C[C@]12C[C@@H]1OCC2=O
HOMO-LUMO gap = 9.912 eV
HOMO energy = -9.129 eV

The geometry in XYZ format:
```
16
Properties=species:S:1:pos:R:3:nbo_charge:R:1
C 1.251 -0.107 1.221 -0.65
C 0.246 -0.625 0.110 -0.17
C 1.088 -0.734 -1.149 -0.37
C 0.058 0.328 -1.176 0.09
C -1.416 1.004 0.220 -0.19
C -1.262 -0.576 0.129 0.54
H 0.419 -0.226 2.078 0.23
H 2.090 -0.874 1.144 0.24
H 1.383 1.155 1.177 0.26
H 2.161 -0.794 -0.732 0.24
H 0.939 -1.368 -1.900 0.22
H -0.745 -0.132 -1.760 0.20
H -1.145 1.264 1.344 0.19
H -2.388 1.304 -0.075 0.21
O -0.339 1.610 -0.591 -0.50
O -2.339 -1.229 -0.040 -0.55
```

three | The molecule C6H8O2, computed with wB97M-V/def2-TZVPD.

Results
E_LUMO = 0.93 eV
SMILES = C[C@]12COC=C[C@@H]1O2
HOMO-LUMO gap = 9.852 eV
HOMO energy = -8.920 eV

The geometry in XYZ format:
```
16
Properties=species:S:1:pos:R:3:nbo_charge:R:1
C -0.886 -0.454 1.250 -0.65
C -0.846 -0.376 -0.264 0.16
C 0.188 -1.262 -0.843 -0.08
C 1.528 0.642 0.098 0.13
C 0.532 1.504 0.008 -0.33
C -0.558 0.919 -0.890 0.03
H -1.484 -1.355 1.580 0.22
H 0.123 -0.638 1.768 0.23
H -1.410 0.440 1.633 0.23
H 0.057 -1.246 -1.932 0.20
H 0.264 -2.301 -0.384 0.20
H 2.446 0.784 0.670 0.21
H 0.626 2.581 0.400 0.23
H -0.116 0.842 -1.854 0.18
O 1.433 -0.602 -0.497 -0.54
O -1.898 0.522 -0.742 -0.42
```

Energy ordering: three at the bottom, the next structure 54.4 kcal/mol above.

one | The molecule C6H8O2, computed with wB97M-V/def2-TZVPD.

Results
E_LUMO = 0.57 eV
SMILES = C[C@]1(C=O)C[C@H]1C=O
HOMO-LUMO gap = 10.323 eV
HOMO energy = -9.756 eV

The geometry in XYZ format:
```
16
Properties=species:S:1:pos:R:3:nbo_charge:R:1
C -0.345 -0.161 -0.275 -0.12
C 0.608 -0.442 0.844 -0.33
C 0.721 -1.211 -0.448 -0.41
C -1.808 -0.434 -0.123 -0.61
C -0.010 1.298 -0.936 0.44
C 1.463 0.788 1.058 0.42
O 0.893 1.426 -1.743 -0.51
O 1.150 1.612 1.914 -0.52
H 0.274 -0.930 1.753 0.24
H -0.799 2.057 -0.788 0.14
H 0.411 -2.251 -0.457 0.23
H 1.550 -0.992 -1.116 0.24
H 2.444 0.743 0.555 0.14
H -1.982 -1.438 0.279 0.22
H -2.254 0.286 0.571 0.22
H -2.317 -0.350 -1.088 0.22
```

two | The molecule C6H8O2, computed with wB97M-V/def2-TZVPD.

Results
E_LUMO = 0.65 eV
SMILES = C[C@H]1OC=CCC1=O
HOMO-LUMO gap = 9.080 eV
HOMO energy = -8.434 eV

The geometry in XYZ format:
```
16
Properties=species:S:1:pos:R:3:nbo_charge:R:1
C -2.174 -0.801 0.137 -0.64
C -0.813 -0.372 0.390 0.00
C 1.358 -1.272 -0.303 0.18
C 2.013 -0.101 0.228 -0.36
C 1.280 1.178 0.126 -0.54
C -0.256 0.990 -0.035 0.57
H -2.367 -1.890 0.549 0.23
H -2.777 0.029 0.532 0.25
H -2.388 -0.974 -0.932 0.23
H -0.580 -0.689 1.519 0.21
H 1.949 -2.242 -0.406 0.20
H 3.064 0.297 0.422 0.23
H 1.701 1.744 -0.672 0.24
H 1.385 1.736 1.057 0.24
O 0.067 -1.310 -0.315 -0.51
O -1.121 1.842 -0.351 -0.53
```

Energy ordering: one at the bottom, the next structure 19.2 kcal/mol above.

one | C6H8O2 as an isolated structure, computed with wB97M-V/def2-TZVPD.

Results
E_LUMO = 0.78 eV
HOMO-LUMO gap = 10.176 eV
HOMO energy = -9.394 eV

The geometry in XYZ format:
```
16
Properties=species:S:1:pos:R:3:nbo_charge:R:1
C 1.369 -0.243 -0.263 0.59
C 0.495 -0.108 0.986 -0.38
C -0.221 1.133 0.517 -0.40
C -0.702 0.701 -1.025 -0.42
C 0.229 -0.456 -1.247 -0.06
C -0.398 -1.216 0.884 -0.07
H 0.950 0.377 2.023 0.26
H -0.996 1.543 1.210 0.23
H 0.706 1.885 0.384 0.21
H -1.877 0.027 -0.905 0.22
H -0.979 1.708 -1.729 0.24
H 0.465 -0.665 -2.352 0.23
H 0.057 -2.115 1.168 0.20
H -1.270 -0.991 1.288 0.18
O 2.617 -0.172 -0.325 -0.51
O -0.447 -1.407 -0.614 -0.51
```

two | C6H8O2 as an isolated structure, computed with wB97M-V/def2-TZVPD.

Results
E_LUMO = 0.90 eV
HOMO-LUMO gap = 9.550 eV
HOMO energy = -8.651 eV

The geometry in XYZ format:
```
16
Properties=species:S:1:pos:R:3:nbo_charge:R:1
C 0.100 0.114 -2.309 -0.45
C 0.612 -0.624 -1.134 -0.19
C -0.367 -1.258 -0.098 -0.34
C -0.080 -0.747 1.349 0.04
C 0.471 1.436 1.071 0.18
C -1.077 -0.037 0.555 0.03
H -1.252 0.401 -2.664 0.25
H 1.074 0.172 -2.875 0.22
H 1.696 -0.841 -0.842 0.23
H -0.799 -2.199 -0.456 0.25
H -0.215 -1.379 2.262 0.22
H -0.022 2.045 1.979 0.19
H 1.467 1.895 0.575 0.21
H -2.249 -0.189 0.859 0.22
O 1.087 0.117 1.729 -0.54
O -0.446 1.095 0.000 -0.50
```

three | A 2-piece molecular cluster, C6H8O2 overall, computed with wB97M-V/def2-TZVPD.

Results
E_LUMO = -1.10 eV
HOMO-LUMO gap = 8.061 eV
HOMO energy = -9.161 eV

The geometry in XYZ format:
```
16
Properties=species:S:1:pos:R:3:nbo_charge:R:1
C 0.261 -0.268 -0.994 0.05
C -0.886 -1.338 -0.741 -0.22
C -1.395 -1.048 0.409 -0.20
C -0.397 0.020 1.110 -0.03
C -0.108 0.028 2.438 -0.43
C 0.204 0.775 0.083 -0.01
H 1.542 -0.105 -2.986 0.40
H 1.134 -0.882 -1.013 0.18
H -1.200 -2.109 -1.447 0.23
H -2.371 -1.496 0.969 0.23
H 0.905 0.609 2.687 0.19
H -0.411 -0.655 3.346 0.23
H -0.420 1.728 -0.104 0.23
H 2.023 0.655 1.012 0.46
O 0.112 0.356 -2.345 -0.63
O 1.478 1.298 0.308 -0.70
```

Energy ordering: one at the bottom, the next structure 62.7 kcal/mol above.